[1]
Entry from the Open Molecules 2025 dataset: a structure of composition C34H40As2N6NaO12S (ωB97M-V with the def2-TZVPD basis set).

```
! wB97M-V def2-TZVPD RIJCOSX def2/J DEFGRID3
* xyz -2 2
Na -0.21 0.01 0.68
O -1.90 -0.41 -0.45
N -3.11 -0.19 -0.88
C -4.02 -1.17 -0.70
C -5.32 -1.04 -1.11
C -5.70 0.14 -1.75
C -4.76 1.12 -1.94
C -3.42 1.00 -1.52
S -2.26 2.22 -1.74
H -3.61 -2.06 -0.24
H -6.00 -1.87 -0.95
H -6.72 0.28 -2.10
H -5.02 2.05 -2.43
C 2.49 3.93 2.19
C 1.37 3.71 1.19
O 0.26 3.35 1.52
N 1.72 3.96 -0.11
C 0.92 3.42 -1.20
C 1.62 2.25 -1.84
C 1.83 2.16 -3.21
C 2.50 1.05 -3.71
C 2.96 0.09 -2.83
C 2.69 0.26 -1.47
N 2.04 1.31 -0.99
H 2.08 3.96 3.19
H 3.03 4.86 1.98
H 3.19 3.10 2.12
H 2.71 4.05 -0.28
H 0.71 4.19 -1.95
H -0.03 3.09 -0.78
H 1.45 2.93 -3.86
H 2.66 0.94 -4.77
H 3.48 -0.79 -3.16
H 3.01 -0.49 -0.75
C 1.15 1.19 4.02
C 1.94 0.20 3.22
C 2.91 -0.69 3.96
O 1.84 0.11 2.01
H 1.82 1.74 4.69
H 0.45 0.64 4.66
H 0.60 1.87 3.37
H 2.81 -0.62 5.04
H 3.92 -0.42 3.65
H 2.72 -1.72 3.66
C -2.86 -2.66 -3.90
O -2.37 -3.33 -2.74
C -1.15 -2.90 -2.32
O -0.54 -2.04 -2.94
C -0.65 -3.59 -1.15
C -1.08 -4.83 -0.65
As 0.17 -6.31 -0.37
C -0.16 -7.16 -2.12
C 1.90 -5.49 -0.94
C 2.20 -4.19 -1.03
As 0.94 -2.76 -0.48
C 0.87 -3.33 1.40
C 3.48 -3.67 -1.58
O 4.28 -2.98 -0.99
O 3.61 -4.00 -2.89
C 4.81 -3.53 -3.50
C 2.93 -6.53 -1.25
O 2.73 -7.69 -1.55
O 4.20 -6.07 -1.11
C 5.22 -7.01 -1.44
C -2.44 -5.18 -0.38
O -3.41 -4.46 -0.23
O -2.58 -6.55 -0.14
C -3.81 -6.92 0.44
H -3.85 -3.06 -4.08
H -2.21 -2.83 -4.76
H -2.92 -1.58 -3.73
H -1.18 -7.55 -2.07
H 0.55 -7.96 -2.30
H -0.11 -6.40 -2.90
H 0.62 -4.38 1.52
H 0.11 -2.73 1.91
H 1.84 -3.13 1.84
H 4.86 -4.03 -4.47
H 5.68 -3.76 -2.90
H 4.76 -2.45 -3.65
H 6.16 -6.49 -1.27
H 5.14 -7.32 -2.48
H 5.16 -7.89 -0.80
H -3.72 -7.97 0.70
H -4.64 -6.77 -0.26
H -4.02 -6.33 1.33
N -3.21 -0.76 2.82
C -1.96 -0.95 3.33
O -0.98 -0.61 2.65
C -1.85 -1.50 4.65
C -3.00 -1.83 5.40
N -3.96 -2.12 5.98
C -0.57 -1.70 5.22
N 0.47 -1.85 5.70
H -3.98 -1.29 3.21
H -3.23 -0.63 1.82
*
```

Calculated values
⟨S²⟩: 0.76
Gap between HOMO and LUMO (alpha / beta) (Ha): 0.175 / 0.205
LUMO level (alpha / beta) (eV): 3.44 / 3.44
HOMO energy (alpha / beta) (eV): -1.33 / -2.14

Mulliken atomic charge list, values in e, 2 entries: number 1, Na, carries 0.927; number 2, O, carries -0.052

[2]
Entry from the Open Molecules 2025 dataset: the ion C25H30N3O with charge +1 in a non-equilibrium geometry (ωB97M-V with the def2-TZVPD basis set).

```
! wB97M-V def2-TZVPD RIJCOSX def2/J DEFGRID3
* xyz 1 1
C -4.24 -0.68 3.36
C -2.82 -0.24 3.43
C -1.81 -1.15 3.79
C -0.45 -0.81 3.73
C -0.08 0.45 3.14
C 1.30 0.88 2.63
C 1.46 1.34 1.08
C 0.72 2.65 0.94
O -0.35 2.86 0.27
C 1.26 3.87 1.66
C 0.35 4.75 2.27
C 0.78 5.70 3.20
C 2.16 5.86 3.41
C 3.09 5.11 2.68
C 2.64 4.13 1.79
N 1.27 0.65 -0.27
C 0.03 0.45 -0.81
C -0.19 -0.38 -1.90
C 0.89 -1.02 -2.54
N 0.68 -1.95 -3.58
C 0.36 -1.51 -4.94
C 0.25 -3.33 -3.30
C 2.18 -0.68 -2.06
C 2.33 0.18 -0.99
N 2.28 -0.12 2.85
C 3.62 0.26 3.23
C 2.06 -1.43 2.28
C -1.10 1.41 3.02
C -2.43 1.05 3.06
H -4.87 0.15 3.04
H -4.41 -1.51 2.67
H -4.57 -1.01 4.34
H -2.12 -2.14 4.11
H 0.27 -1.51 4.19
H 1.57 1.85 3.11
H 2.56 1.68 0.89
H -0.73 4.63 2.08
H 0.05 6.28 3.77
H 2.50 6.61 4.14
H 4.16 5.26 2.83
H 3.36 3.55 1.21
H -0.80 0.94 -0.37
H -1.20 -0.61 -2.22
H 0.84 -0.54 -5.13
H 0.75 -2.27 -5.64
H -0.73 -1.42 -5.11
H 0.66 -3.65 -2.33
H -0.85 -3.43 -3.29
H 0.64 -3.97 -4.11
H 3.04 -1.19 -2.52
H 3.32 0.42 -0.65
H 4.26 -0.57 2.93
H 3.96 1.21 2.78
H 3.68 0.35 4.33
H 2.99 -1.73 1.77
H 1.89 -2.14 3.10
H 1.20 -1.44 1.59
H -0.82 2.47 2.89
H -3.19 1.76 2.76
*
```

Calculated values
Gap between HOMO and LUMO (Ha): 0.264
LUMO level (eV): -3.86
HOMO energy (eV): -11.04

natural (NBO) atomic charge list, values in e, 2 entries: number 1, C, carries -0.635; number 2, C, carries 0.002

Going through the records in order, we get energy above the lowest of the compared OMol25 structures with the same formula, charge and spin values of 3.0 69.9 kcal per mole.